No. 1
Entry from the Open Molecules 2025 dataset: a 6-piece molecular cluster, C37H85FI2NO2PS overall at a distorted geometry (ωB97M-V/def2-TZVPD).

Structure (XYZ):
```
130
Properties=species:S:1:pos:R:3:forces:R:3
C -2.76119 3.97200 -3.18787 0.6 0.1 1.3
C -1.36261 4.59541 -2.75962 0.2 -2.0 0.2
P -1.54977 5.05718 -0.95173 -2.2 2.1 -0.4
C -0.32870 6.37120 -0.41822 1.1 -0.2 0.2
C -0.82469 7.27901 0.76467 0.2 0.8 -0.3
N -1.45249 3.56673 0.00761 1.5 1.4 2.0
C -0.08936 3.24936 0.53146 0.8 -1.5 -0.5
I 0.37830 4.11656 2.47479 0.1 0.3 -0.6
C 0.23430 1.66080 0.43150 -0.6 0.8 -0.8
C -0.83849 1.00724 -0.50665 1.0 -0.2 0.1
I 0.47048 0.66075 2.33814 -0.1 -0.3 -0.7
S -2.67825 3.49046 1.18733 -5.4 -3.4 -0.9
O -3.95156 3.30347 0.44164 3.2 1.6 1.3
O -2.50569 2.37572 2.13830 1.3 3.2 -1.4
F -2.84932 4.93948 1.95650 0.9 -2.0 -1.0
H -2.67153 3.27919 -4.04730 -0.1 0.7 0.3
H -3.09049 3.36665 -2.30332 0.0 0.3 -0.8
H -3.51037 4.77764 -3.31508 0.4 -0.6 -0.2
H -0.62238 3.75076 -2.80935 -0.3 0.9 -0.3
H -1.04516 5.43125 -3.41295 -0.1 -0.4 0.7
H 0.70124 5.99013 -0.18948 -0.8 0.3 -0.2
H -0.19197 7.04115 -1.30478 -0.3 -0.8 0.4
H -1.92276 7.24097 0.93528 0.8 -0.3 0.0
H -0.60707 8.33880 0.47308 -0.2 -0.8 0.2
H -0.25579 7.12331 1.70848 -0.6 -0.2 -0.7
H 0.62970 3.71832 -0.18156 -0.7 -0.2 0.7
H 1.21487 1.56232 -0.09216 -0.6 0.1 0.7
H -1.84453 0.99315 -0.04009 0.6 -0.1 -0.4
H -0.84191 1.59054 -1.46189 -0.2 -0.4 0.7
H -0.48006 -0.01848 -0.76633 -0.5 0.7 0.3
C -5.43969 -1.08681 -5.43473 0.0 0.1 -0.1
C -4.05740 -1.30208 -6.04022 -0.1 -0.1 0.0
C -3.14696 -2.17328 -5.17530 0.1 0.0 -0.1
C -2.82068 -1.60045 -3.79474 -0.1 0.0 0.0
C -2.16345 -0.22096 -3.79820 0.0 -0.1 0.0
C -0.80631 -0.20102 -4.48902 0.0 0.2 0.0
H -5.38516 -0.55990 -4.47994 0.0 0.0 0.0
H -6.05853 -0.48828 -6.10627 0.0 0.0 0.1
H -5.94579 -2.04151 -5.27203 0.0 0.0 0.0
H -3.58703 -0.33382 -6.23612 0.0 0.0 0.0
H -4.17638 -1.78740 -7.01361 0.1 0.0 0.0
H -2.21717 -2.36200 -5.72156 0.0 0.0 0.0
H -3.61803 -3.15293 -5.03966 0.0 0.0 0.0
H -2.16149 -2.30593 -3.27587 0.0 0.0 0.0
H -3.73486 -1.55156 -3.19602 0.0 0.0 0.0
H -2.03028 0.09880 -2.76143 -0.1 0.0 0.0
H -2.82457 0.51656 -4.26308 0.0 0.0 0.0
H -0.11630 -0.90103 -4.01087 0.0 0.0 -0.1
H -0.36672 0.79825 -4.43071 0.1 -0.1 0.0
H -0.88664 -0.46372 -5.54587 0.0 0.0 0.0
C 2.16927 0.09806 6.99838 0.1 0.0 0.1
C 3.16314 -0.84866 6.33564 -0.1 0.1 -0.1
C 2.49499 -1.95620 5.52089 0.1 -0.1 0.0
C 1.61136 -2.91430 6.32296 -0.1 0.1 0.1
C 2.31239 -3.63606 7.47384 -0.1 -0.1 -0.1
C 3.44935 -4.54125 7.01623 0.1 0.0 0.1
H 1.53336 -0.42215 7.71719 0.0 0.0 0.0
H 2.69862 0.88670 7.53723 -0.1 0.0 0.0
H 1.52735 0.57299 6.25179 0.0 0.0 0.0
H 3.82392 -1.27797 7.09446 0.0 0.0 0.0
H 3.80318 -0.26598 5.66584 0.0 -0.1 0.0
H 3.27073 -2.52559 4.99983 0.0 0.0 0.0
H 1.88347 -1.49726 4.73748 0.0 0.0 0.0
H 1.19822 -3.66001 5.63533 0.0 0.0 0.0
H 0.75089 -2.36848 6.72226 0.0 0.0 0.0
H 1.57185 -4.24613 7.99986 0.0 0.1 0.0
H 2.68810 -2.91426 8.20462 0.0 0.0 0.0
H 3.08783 -5.29885 6.31686 0.0 0.0 0.0
H 3.89076 -5.05727 7.87165 0.0 0.0 -0.1
H 4.24533 -3.97504 6.52829 0.0 0.0 0.0
C 0.95437 -4.58535 -4.88661 -0.1 -0.1 0.1
C 1.24640 -3.74070 -3.65223 0.0 0.1 -0.1
C 2.41487 -2.77322 -3.84220 0.0 0.1 0.1
C 3.76900 -3.43022 -4.11873 0.0 -0.1 -0.1
C 4.24136 -4.41921 -3.05309 0.1 0.1 0.0
C 4.45838 -3.77848 -1.68782 0.0 -0.1 0.1
H 1.79864 -5.22686 -5.14609 0.0 0.0 0.0
H 0.09239 -5.23148 -4.70814 0.0 0.0 -0.1
H 0.72698 -3.95086 -5.74698 0.0 0.0 0.0
H 1.42603 -4.39465 -2.79398 0.0 0.0 0.0
H 0.35116 -3.15831 -3.41182 0.0 0.0 0.1
H 2.49282 -2.13847 -2.95353 0.0 0.0 0.0
H 2.18346 -2.09777 -4.67330 0.0 0.0 0.0
H 4.51993 -2.64033 -4.22801 0.0 0.0 0.0
H 3.73433 -3.94367 -5.08457 0.0 0.0 0.0
H 5.18664 -4.85857 -3.38574 -0.1 0.0 0.0
H 3.53439 -5.24865 -2.96206 0.0 0.0 0.0
H 5.19477 -2.97339 -1.74699 0.0 0.0 0.0
H 4.82765 -4.51953 -0.97574 0.0 0.1 0.0
H 3.53158 -3.36743 -1.28223 0.0 0.0 0.0
C 7.44418 6.52822 2.45259 0.1 -0.1 0.1
C 7.05267 5.06734 2.26400 0.0 0.1 -0.1
C 5.68218 4.88599 1.61156 0.0 -0.1 0.0
C 4.50204 5.44487 2.40985 0.0 0.1 0.0
C 4.34795 4.88240 3.82299 -0.1 0.0 -0.1
C 4.08351 3.38229 3.84933 0.1 0.0 0.1
H 6.75437 7.04836 3.11995 0.0 0.0 0.0
H 8.44209 6.59960 2.88975 0.0 0.1 0.0
H 7.45806 7.05383 1.49471 0.0 0.0 0.0
H 7.08872 4.55015 3.22714 0.0 0.0 0.0
H 7.80311 4.58626 1.62950 0.0 0.0 0.0
H 5.52173 3.82016 1.42127 0.0 0.0 0.0
H 5.69195 5.36760 0.62760 0.0 0.0 0.0
H 3.58160 5.24964 1.84801 0.0 0.0 0.0
H 4.58757 6.53440 2.47220 0.0 0.0 0.0
H 3.50918 5.39287 4.30757 0.1 0.0 0.0
H 5.23268 5.11123 4.42384 0.0 0.0 0.0
H 3.17816 3.13893 3.28935 0.1 -0.1 0.0
H 3.94608 3.03949 4.87765 0.0 -0.1 -0.1
H 4.91519 2.81704 3.42318 0.0 0.0 0.0
C -3.80339 -4.55574 -0.79097 0.0 -0.1 0.0
C -5.10831 -4.42622 -1.56639 0.1 0.1 0.0
C -5.82118 -3.09344 -1.33519 -0.1 0.0 -0.1
C -6.26715 -2.83099 0.10503 0.1 0.0 0.1
C -7.19858 -3.88711 0.69990 0.0 0.1 0.0
C -8.52545 -4.00785 -0.03923 0.0 -0.2 0.0
H -3.96894 -4.51968 0.28741 0.0 0.0 0.0
H -3.32218 -5.50908 -1.01954 0.1 0.0 0.0
H -3.11014 -3.75464 -1.06018 0.0 0.0 0.1
H -5.76823 -5.26209 -1.31644 0.0 0.0 0.0
H -4.88670 -4.51909 -2.63450 -0.1 0.0 0.0
H -6.68863 -3.03990 -2.00063 0.0 0.0 0.0
H -5.15699 -2.27926 -1.64313 0.0 0.0 0.0
H -6.76662 -1.85703 0.13945 0.0 0.0 0.0
H -5.38642 -2.73662 0.74773 0.0 0.0 0.0
H -7.40301 -3.61895 1.74079 0.1 0.0 0.0
H -6.70265 -4.86164 0.72731 0.0 0.0 0.0
H -9.05895 -3.05441 -0.04184 0.0 0.0 0.0
H -9.16408 -4.74868 0.44682 0.0 0.0 -0.1
H -8.38402 -4.32539 -1.07440 0.0 0.0 0.0
```
Positions in Å, forces in eV/Å.

Calculated values
**E_LUMO**: -0.47 eV
**Total charge**: 0
**HOMO level**: -8.65 eV
**Calculated total energy**: -84374.663 eV

Atomic partial charges in e from the Löwdin method, atoms 1 to 5: number 1, C, carries -0.1628; number 2, C, carries -0.3812; number 3, P, carries 0.9661; number 4, C, carries -0.4218; number 5, C, carries -0.1891

=====

No. 2
Entry from the Open Molecules 2025 dataset: a 7-piece molecular cluster, C37H86F3N5O3 overall at a distorted geometry (ωB97M-V/def2-TZVPD).

Structure (XYZ):
```
134
Properties=species:S:1:pos:R:3:forces:R:3
C 0.23357 1.06474 1.48353 2.0 -0.3 -0.4
C -0.66774 1.22234 0.28931 -0.8 1.0 1.0
O -0.19318 0.31333 -0.69232 0.6 -0.4 -0.5
C -0.57686 0.50517 -1.93805 -0.2 -0.2 -0.1
O -1.45241 1.21881 -2.31410 -0.3 0.5 -0.1
C 0.22786 -0.31160 -2.98695 -0.2 -0.5 1.3
F 0.90949 0.51679 -3.76804 0.4 -0.1 0.0
F 1.05110 -1.20483 -2.37974 -0.2 0.6 -0.7
F -0.62229 -0.99114 -3.75324 0.0 -0.1 -0.2
H 1.26888 1.25829 1.14017 -0.3 0.1 -0.1
H 0.32534 0.02634 1.81624 -0.6 0.1 0.2
H 0.14020 1.75491 2.31868 -0.8 -0.1 0.0
H -0.64482 2.24518 -0.08994 0.3 -0.1 -0.2
H -1.72143 1.07719 0.53937 0.0 -0.6 -0.2
C 4.07623 1.36690 2.99572 -0.5 0.3 -0.1
C 2.94855 0.73904 3.83175 0.3 0.5 -0.1
N 3.45887 -0.22274 4.81063 -0.5 0.0 0.2
C 2.67030 -0.25683 6.06267 0.1 0.1 -0.9
C 2.90065 0.98623 6.87450 -0.1 0.4 0.4
C 3.50975 -1.51746 4.15808 0.2 -0.3 -0.2
C 4.16541 -2.60895 5.00143 0.3 0.2 0.2
H 4.67114 2.04554 3.60806 0.0 -0.1 0.0
H 3.63192 1.96093 2.18352 0.1 -0.1 0.1
H 4.75374 0.65549 2.52652 -0.1 -0.2 0.1
H 2.41492 1.55441 4.32655 0.1 0.0 0.2
H 2.19075 0.29040 3.17084 0.2 -0.2 0.1
H 1.58770 -0.35587 5.83601 0.2 -0.2 0.2
H 3.00603 -1.10731 6.65203 -0.1 -0.1 -0.2
H 2.30823 1.81845 6.51492 -0.1 0.3 -0.1
H 2.60370 0.81840 7.91101 0.1 0.1 0.0
H 3.94844 1.28002 6.83135 0.1 -0.1 0.1
H 4.09550 -1.38473 3.24439 0.1 0.0 0.0
H 2.50168 -1.81019 3.79850 0.1 -0.2 0.2
H 3.51492 -3.02516 5.77108 -0.1 -0.1 -0.2
H 5.02511 -2.19416 5.53910 0.0 0.1 -0.2
H 4.55051 -3.40791 4.36829 -0.2 -0.1 0.0
C -2.69181 4.33679 -0.83272 -0.1 0.5 -0.7
C -1.34981 4.91093 -0.46474 1.0 -0.6 -0.8
N -1.26720 5.39952 0.87532 -0.8 0.2 0.4
C 0.04267 5.31543 1.44845 0.6 -0.1 0.8
C 1.14171 6.14983 0.79930 0.1 -0.6 0.0
C -1.97930 6.65952 1.07546 0.5 0.2 -0.1
C -2.18182 6.98168 2.54061 -0.2 0.1 0.4
H -2.53938 3.93609 -1.83715 -0.5 -0.4 0.1
H -3.46830 5.09971 -0.91999 0.0 0.0 0.1
H -3.03499 3.59987 -0.11299 0.1 -0.3 -0.1
H -0.59990 4.11477 -0.59170 -0.2 -0.1 0.4
H -0.97121 5.57402 -1.27593 -0.5 0.5 0.4
H 0.00455 5.58430 2.50887 -0.2 0.0 -0.1
H 0.34532 4.26028 1.48744 -0.1 0.0 -0.3
H 1.14047 6.01489 -0.28207 0.0 0.2 -0.1
H 1.04278 7.19708 1.06710 0.1 0.2 -0.2
H 2.09754 5.76078 1.15675 0.1 0.3 0.0
H -2.96729 6.57422 0.62385 0.1 0.0 -0.2
H -1.43828 7.47813 0.56091 -0.2 0.0 0.1
H -2.78250 6.19508 3.00245 0.2 -0.1 0.1
H -2.74548 7.90257 2.70646 0.1 0.1 -0.3
H -1.24193 7.08638 3.08278 -0.1 0.0 0.0
C -2.73898 2.55505 6.06337 -0.9 0.1 1.7
C -3.75198 2.93206 5.02364 0.1 0.3 -0.7
N -3.62030 2.09587 3.84706 0.2 -0.4 -0.3
C -4.20008 0.77327 3.99584 0.1 0.2 0.9
C -3.83561 -0.15520 2.88430 0.4 -1.4 -0.4
C -3.95594 2.76867 2.61798 -0.3 0.7 -0.6
C -5.42906 3.16838 2.46628 -0.1 -0.8 -0.2
H -1.73372 2.68589 5.70056 0.4 -0.3 -0.1
H -2.96438 1.56981 6.48324 0.5 -0.2 -0.4
H -2.86452 3.18131 6.96326 0.1 0.2 -0.4
H -4.78226 2.92789 5.41118 0.1 0.0 0.2
H -3.52128 3.94789 4.68648 -0.2 0.1 0.1
H -3.78330 0.35865 4.92241 -0.1 0.0 -0.1
H -5.29630 0.78524 4.16797 0.1 0.1 -0.2
H -4.21903 -1.16788 3.07153 -0.4 0.3 0.0
H -4.18221 0.14315 1.89590 0.0 0.1 0.0
H -2.75883 -0.37338 2.83827 0.0 0.6 -0.1
H -3.65658 2.19132 1.73916 0.0 -0.2 0.2
H -3.35466 3.68024 2.54933 0.1 0.0 0.1
H -5.69897 3.91793 3.20661 -0.2 0.1 -0.1
H -6.08034 2.29237 2.59156 0.1 0.1 0.2
H -5.64628 3.48427 1.44357 0.1 0.5 0.1
C -4.92092 -0.96455 -2.25040 0.4 0.4 -0.3
C -3.84633 -2.06748 -2.35723 -1.7 0.2 -0.3
N -3.03011 -2.16320 -1.18770 1.4 1.0 -0.8
C -1.91895 -3.08072 -1.41612 -0.3 -0.9 1.7
C -0.88574 -3.17318 -0.26138 0.1 -0.2 -0.9
C -3.76899 -2.35476 0.01579 0.0 0.2 1.0
C -4.60351 -3.60521 0.06089 0.0 -0.6 0.1
H -5.42419 -0.82263 -3.21159 0.0 -0.2 0.1
H -4.44676 0.00074 -2.02827 0.0 -0.2 0.1
H -5.69164 -1.14424 -1.50206 0.1 -0.2 0.0
H -4.39221 -3.01955 -2.53333 0.3 0.1 -0.3
H -3.25266 -1.85145 -3.24501 0.3 -0.1 0.1
H -1.40799 -2.84253 -2.33859 -0.1 0.2 -0.1
H -2.30084 -4.11910 -1.48856 0.2 0.2 -0.5
H -0.59974 -2.22936 0.20196 -0.2 0.1 -0.1
H 0.00786 -3.59212 -0.73800 0.0 0.0 0.3
H -1.19619 -3.89429 0.49345 -0.1 0.2 0.1
H -3.05365 -2.33865 0.84046 0.0 -0.2 0.1
H -4.42206 -1.50362 0.22244 0.1 0.1 -0.3
H -5.38148 -3.59395 -0.70150 -0.1 0.0 0.1
H -3.97335 -4.47800 -0.12545 -0.2 -0.1 0.1
H -5.07088 -3.70232 1.03999 -0.1 -0.1 0.0
C 6.65075 -2.50821 -8.01179 0.1 0.2 0.2
C 6.63987 -2.22252 -6.50509 -0.1 -0.2 0.1
N 5.37964 -2.63230 -5.88436 0.3 -0.1 -1.0
C 5.11441 -1.94333 -4.66967 0.0 0.3 1.1
C 3.71127 -2.22067 -4.13253 0.1 0.5 -0.3
C 5.26759 -4.07163 -5.74511 0.3 -0.5 -0.2
C 6.12096 -4.74066 -4.63192 0.1 0.3 0.1
H 5.65894 -2.32416 -8.42402 -0.1 -0.2 0.1
H 6.95835 -3.53272 -8.21577 -0.1 0.0 -0.2
H 7.31609 -1.83038 -8.55179 0.2 -0.1 0.2
H 7.48206 -2.72976 -5.99892 0.1 0.2 -0.2
H 6.76159 -1.15261 -6.32466 0.0 0.0 0.0
H 5.83905 -2.22396 -3.88212 0.0 0.2 0.0
H 5.25891 -0.87399 -4.82208 -0.1 0.0 -0.2
H 3.73455 -3.04626 -3.42648 -0.3 0.0 0.1
H 3.31643 -1.31927 -3.66564 0.1 -0.2 0.3
H 3.02933 -2.42879 -4.95795 0.0 -0.2 0.0
H 5.55963 -4.52353 -6.69526 -0.1 0.1 0.0
H 4.20954 -4.30817 -5.64130 0.0 -0.1 0.3
H 6.75028 -5.53736 -5.02914 -0.2 -0.2 0.0
H 5.51006 -5.12754 -3.81455 0.0 -0.1 -0.1
H 6.83234 -4.05178 -4.16468 -0.2 0.1 -0.2
C -1.45879 -6.17800 -5.79939 -0.3 0.2 -0.9
C -1.00016 -5.48873 -4.56629 -0.2 0.6 0.5
C -0.21845 -4.19660 -4.71835 0.5 -0.4 -0.3
O -1.35666 -5.85995 -3.47511 0.2 -0.2 0.3
H -1.64910 -5.41690 -6.56425 0.1 -0.2 0.0
H -2.38787 -6.70952 -5.62423 0.1 -0.2 0.2
H -0.69999 -6.85155 -6.19841 0.0 0.0 0.1
H -0.06211 -3.93592 -5.76500 -0.2 0.2 0.1
H 0.77652 -4.26367 -4.27002 -0.1 -0.2 0.2
H -0.75767 -3.42405 -4.18371 -0.1 0.2 -0.1
```
Positions in Å, forces in eV/Å.

Calculated values
**E_LUMO**: 0.57 eV
**Total charge**: 0
**HOMO level**: -7.98 eV
**SMILES**: CCOC(=O)C(F)(F)F.CCN(CC)CC.CCN(CC)CC.CCN(CC)CC.CCN(CC)CC.CCN(CC)CC.CC(C)=O
**Calculated total energy**: -61507.696 eV

Atomic partial charges in e from the Löwdin method, atoms 1 to 5: number 1, C, carries -0.0646; number 2, C, carries -0.1998; number 3, O, carries 0.0373; number 4, C, carries -0.3957; number 5, O, carries 0.1727